No. 1
{
  "formula": "C8H16BCsF4O4S2",
  "method": "wB97M-V/def2-TZVPD",
  "symbols": ["C", "H", "H", "F", "H", "C", "H", "O", "H", "C", "C", "H", "F", "H", "H", "C", "F", "C", "H", "B", "O", "H", "H", "O", "H", "H", "C", "H", "C", "F", "H", "Cs", "S", "O", "S", "H"],
  "xyz": [[3.52176, -2.99136, 2.77325], [-3.92068, 2.55925, -0.07689], [-1.40867, 2.27603, -1.63697], [-2.50692, -1.58184, 1.91990], [3.18656, -0.71823, 2.42328], [-4.20936, 2.68342, -2.17237], [-3.12694, 1.18253, -0.88810], [-4.69145, 5.19631, -1.57074], [-5.29703, 2.71610, -2.10914], [-2.08544, 4.32656, -1.86153], [-3.35861, 2.24543, -0.95650], [-3.99454, 2.11803, -3.07916], [-1.16476, -2.82864, 0.70040], [-1.75015, 5.22670, -1.34634], [2.76527, -3.25083, 0.33590], [3.88159, -1.55234, 2.32685], [-3.39148, -3.09904, 0.44260], [4.16888, -3.90831, 1.77001], [3.80030, -3.30446, 3.77947], [-2.38320, -2.09966, 0.67240], [5.40163, -1.15805, 0.00816], [5.25236, -3.93547, 1.88591], [-1.51657, 4.24314, -2.78756], [2.91982, -0.79967, -0.00596], [2.43522, -3.07767, 2.76415], [4.21517, -3.69473, -0.57027], [-2.01291, 2.96029, -1.04133], [4.87657, -1.19235, 2.58861], [3.85252, -3.31170, 0.38362], [-2.32654, -1.04326, -0.23452], [3.81093, -4.92633, 1.92370], [0.17253, 0.10801, -0.44641], [-3.80970, 4.43047, -2.43863], [-3.79400, 4.67034, -3.88389], [4.05137, -1.55307, 0.46417], [-1.56353, 3.08437, -0.05606]],
  "atomic_forces_ev_per_a": [[-0.35, 1.09, 0.02], [0.20, -0.17, 0.21], [0.44, 0.29, -0.01], [-0.50, 1.07, 1.33], [-0.22, -0.40, 0.68], [0.45, -0.06, -0.17], [-0.66, -0.06, -0.08], [1.09, -0.31, -0.44], [0.06, -0.29, 0.60], [-0.22, -0.99, 0.45], [-1.14, 0.70, 0.02], [0.33, 0.21, -0.08], [0.91, 0.41, -0.89], [-0.34, -0.14, 0.18], [-0.41, -0.77, -0.32], [0.85, 0.54, -1.09], [0.50, 1.49, -0.45], [0.71, -0.10, -0.98], [0.32, 0.61, 0.07], [-0.56, -3.02, 0.95], [-2.14, -0.50, 0.72], [0.09, 0.03, 0.22], [-0.06, 0.02, 0.07], [-0.80, 0.16, -0.95], [-0.09, -0.17, -0.27], [0.33, -0.22, 0.40], [0.28, 0.99, -0.94], [0.01, -0.23, 0.53], [-1.64, 0.01, -0.37], [-0.21, 0.35, -1.12], [-0.09, 0.02, -0.48], [0.03, -0.30, 0.16], [-0.57, -0.41, -1.24], [0.01, 0.18, 1.48], [3.40, -0.10, 1.87], [0.01, 0.10, -0.07]],
  "total_energy_ha": -1856.42297,
  "gap_ev": 9.96
}

***

No. 2
{
  "formula": "C9H52CdNO18",
  "method": "wB97M-V/def2-TZVPD",
  "symbols": ["C", "H", "H", "H", "O", "O", "O", "Cd", "H", "O", "H", "C", "H", "H", "O", "C", "H", "H", "H", "H", "H", "H", "H", "H", "O", "H", "C", "H", "O", "H", "C", "C", "O", "O", "C", "O", "H", "H", "O", "H", "O", "H", "H", "H", "C", "H", "O", "H", "H", "H", "H", "H", "H", "H", "C", "O", "H", "H", "N", "H", "H", "H", "O", "H", "H", "H", "H", "O", "H", "H", "H", "H", "O", "H", "H", "H", "H", "O", "H", "H", "H"],
  "xyz": [[1.90587, -0.54210, -1.86379], [3.18305, 4.31569, 1.35443], [4.50280, -0.85331, -1.85666], [-1.62785, -0.95150, -7.34099], [3.50584, -3.19835, -3.97169], [-2.30635, -4.26410, 2.47495], [0.94658, 2.73227, 3.66529], [-2.31334, 3.19828, 0.57592], [-4.11621, -0.69138, 2.65785], [-3.48894, -0.55714, 3.38628], [-1.47096, 4.82873, -1.37469], [0.89773, 0.53749, 1.06489], [-0.37742, -2.61052, -3.07001], [-3.17233, -4.27399, 2.89145], [-0.52225, -2.77796, 4.13421], [0.14835, 1.31215, -2.06154], [-1.33980, 2.65525, -2.61640], [-0.74638, -2.75513, 5.07004], [2.81875, -3.65324, -4.46830], [2.69356, 2.99519, 0.74677], [2.61814, -0.03197, 5.58780], [2.57161, -2.92988, 4.69997], [0.35093, -2.36611, 4.06754], [1.95010, -3.78611, 2.37539], [2.20591, 0.48063, 4.88078], [4.19557, -3.00060, -4.61620], [0.09835, -0.22811, -0.01164], [1.73799, 3.02668, 3.18612], [5.08681, -1.40524, -2.37850], [-2.46048, 0.18963, -2.42440], [-0.79621, 1.85844, -3.13417], [-0.99189, -1.04809, 0.67335], [2.68175, 3.51842, 1.55786], [-2.35033, 4.48543, -1.17160], [1.09219, 2.41831, -1.54119], [-2.69132, 1.95013, 2.24282], [0.40228, -0.49005, -3.35344], [-1.37793, -0.48857, 1.53246], [-1.63470, 1.42153, -0.48054], [2.12752, 2.07899, -1.48774], [-4.20432, -1.02183, 0.71921], [1.81981, -1.52792, -0.03239], [4.49492, -1.95750, -2.90807], [1.27458, 0.50406, 5.14126], [1.07264, -1.15566, -0.74393], [-0.21000, 2.43280, -3.86709], [-2.95553, -0.56708, -2.77174], [0.44374, 1.49010, 1.32799], [1.24629, 1.96676, 4.16605], [2.23361, -1.49408, 4.26536], [0.50617, -3.84553, 1.86085], [1.20885, 3.24165, -2.26209], [0.12053, 3.74402, 2.07260], [-1.78234, -3.62669, 2.98012], [0.97596, 0.24465, -2.78141], [-1.67670, -0.06063, -6.98112], [-3.25685, 2.19164, 2.98780], [-1.83867, -1.28288, 0.03956], [-0.57613, 0.65601, -0.98933], [-2.31883, 1.08099, 2.48773], [-3.91216, -0.18357, 0.34117], [-1.56659, -0.18240, -6.03318], [2.48696, -2.36215, 3.92413], [-3.07355, -1.41876, 3.49750], [-2.90649, 4.75647, -1.91396], [0.56040, -2.04498, -1.11613], [2.30878, -1.39204, -2.41696], [-1.28110, -2.84491, -3.29722], [2.76426, 0.07554, -1.59050], [1.61762, 0.69252, -3.55252], [-4.73400, -1.43868, 0.03148], [-1.82139, -2.11637, -2.95251], [-0.35746, 3.82226, 1.22678], [-3.78822, -0.55674, -2.29323], [1.91404, 0.71888, 0.70837], [0.12354, 4.50021, 0.73793], [-1.31868, 1.23166, -3.85270], [1.37512, -4.24341, 1.75064], [0.69793, 2.84979, -0.62455], [0.94476, -0.03365, 1.99468], [-0.54850, -1.94238, 1.11674]],
  "atomic_forces_ev_per_a": [[-0.98, -0.26, -0.56], [0.14, -0.07, 0.08], [-0.03, -0.02, 0.04], [-0.03, -0.01, -0.02], [0.08, 0.10, -0.16], [-0.07, 0.24, -0.06], [-0.19, 0.47, -0.23], [0.65, -1.81, -0.99], [0.16, -0.16, -0.08], [0.04, 0.32, 0.06], [0.01, -0.08, -0.14], [-0.07, 0.11, -0.09], [0.00, -0.06, 0.06], [-0.03, -0.10, -0.02], [-0.06, 0.45, 0.20], [0.56, -1.11, -0.73], [-0.91, -0.45, -0.49], [-0.03, -0.14, 0.01], [-0.02, -0.03, 0.04], [-0.02, -0.12, 0.08], [0.28, 0.36, 0.13], [0.12, -0.07, -0.08], [0.05, -0.32, -0.21], [-0.12, 0.08, -0.07], [-0.45, -0.55, 0.15], [-0.06, -0.15, -0.10], [-0.12, 0.74, -0.08], [0.10, -0.21, 0.06], [0.20, 0.01, -0.18], [0.15, -0.14, 0.29], [0.90, 2.16, -0.06], [0.25, 0.28, 0.72], [-0.14, 0.30, -0.17], [0.06, 0.89, -0.43], [0.03, 0.84, -1.05], [-0.63, 0.04, 1.20], [-0.63, 0.26, 0.30], [-0.14, 0.01, -0.09], [-0.62, 0.31, 0.47], [-0.12, -0.25, 0.69], [-0.29, 0.25, -0.07], [-0.48, -0.20, 0.32], [-0.05, 0.03, 0.33], [0.04, -0.19, 0.19], [0.91, -0.18, 0.38], [0.43, -0.06, 0.32], [-0.08, 0.18, 0.00], [-0.14, 0.02, -0.12], [0.19, 0.35, -0.25], [0.35, 0.20, -0.25], [-0.02, -0.14, 0.06], [-0.37, -0.05, -0.03], [-0.17, -0.48, 0.25], [0.05, -0.21, 0.05], [1.47, -0.47, -0.47], [0.06, 0.05, 0.06], [-0.01, -0.18, 0.06], [0.21, -0.23, -0.21], [-0.45, -0.67, -0.71], [-0.15, -0.19, -0.36], [0.26, -0.06, -0.07], [-0.06, -0.09, 0.02], [-0.39, -0.04, 0.27], [0.10, 0.00, -0.05], [-0.22, -0.16, 0.10], [-0.16, 0.13, -0.11], [0.18, 0.15, -0.12], [0.05, 0.06, -0.04], [-0.18, 0.00, 0.56], [-0.26, 0.41, 0.08], [-0.04, -0.13, 0.10], [-0.02, 0.00, -0.08], [0.81, 1.17, 0.40], [-0.04, -0.07, -0.08], [0.06, 0.06, 0.16], [0.17, -0.05, 0.06], [-0.61, -0.58, 0.94], [0.12, 0.04, -0.08], [0.27, -0.22, 0.21], [0.20, -0.16, -0.09], [-0.10, -0.14, -0.23]],
  "charge": 1,
  "total_energy_ha": -1950.58655,
  "gap_ev": 4.88,
  "de_lowest_kcal_mol": 13.0
}

***

No. 3
{
  "formula": "C7H8BNO",
  "method": "wB97M-V/def2-TZVPD",
  "symbols": ["H", "N", "H", "H", "H", "C", "C", "C", "C", "C", "C", "H", "O", "H", "H", "C", "B", "H"],
  "xyz": [[-0.18475, -2.72390, -1.84690], [-1.45036, 2.31889, -0.34766], [2.04101, -2.82331, -0.68513], [2.61885, -0.95605, 0.77178], [-2.67678, 0.43991, 0.20361], [1.42575, -1.93879, -0.61829], [0.15601, -1.93214, -1.24996], [-0.44332, 0.02115, -0.08366], [1.70737, -1.00553, 0.30793], [0.81159, 0.03607, 0.48019], [0.98766, 1.12467, 1.59243], [-0.57234, 2.72420, -0.36812], [1.23905, 0.78203, 2.72704], [0.84624, 2.16110, 1.44608], [-1.85200, -1.21268, -1.17151], [-0.85563, -1.06086, -0.84384], [-1.65638, 1.01107, 0.08183], [-2.14197, 3.03418, -0.39582]],
  "atomic_forces_ev_per_a": [[0.17, -1.19, -0.97], [-1.94, -0.33, 0.75], [0.31, 0.10, -0.54], [2.07, -0.19, 1.39], [-0.68, 0.48, 0.28], [-1.66, -1.60, -1.10], [-0.30, 0.14, 1.58], [-1.58, 0.40, 0.83], [-1.10, 1.68, -0.53], [-0.21, 2.01, 1.51], [0.62, -3.17, 0.40], [2.04, 0.54, -0.31], [0.15, 0.05, -0.37], [-0.41, 1.48, -0.93], [-0.77, 0.07, -0.28], [2.81, -0.49, -0.69], [1.13, -0.15, -1.03], [-0.67, 0.16, 0.01]],
  "total_energy_ha": -426.38302,
  "gap_ev": 9.95,
  "de_lowest_kcal_mol": 0.0,
  "smiles": "NBc1ccccc1C=O"
}

***

No. 4
{
  "formula": "CdCl3O12",
  "method": "wB97M-V/def2-TZVPD",
  "symbols": ["O", "O", "O", "O", "O", "O", "Cd", "O", "O", "Cl", "O", "O", "O", "Cl", "Cl", "O"],
  "xyz": [[-14.65265, 10.21429, -13.99263], [-13.26490, 11.42600, -12.28622], [-14.57758, 14.98640, -7.78843], [-13.90017, 12.20560, -7.88210], [-15.17232, 12.22689, -5.74206], [-15.81457, 13.22700, -9.01436], [-16.57874, 11.39744, -9.81035], [-14.17634, 10.21086, -6.48258], [-15.46800, 10.47730, -11.55601], [-14.68053, 11.03724, -12.74726], [-16.91745, 15.24913, -8.08192], [-15.47555, 15.45903, -9.97695], [-15.35337, 12.35731, -13.15942], [-14.87651, 11.39322, -7.01521], [-15.73787, 14.65353, -8.77233], [-16.02483, 10.93583, -7.72916]],
  "atomic_forces_ev_per_a": [[-0.34, 0.21, 3.56], [-3.96, -2.18, -0.79], [-2.79, -2.18, -2.91], [-3.02, -2.94, 1.77], [-0.76, -1.91, -4.12], [-1.16, -0.72, -0.94], [1.86, 0.39, -0.38], [-1.29, 0.78, -1.50], [0.01, -0.53, -0.52], [2.47, 5.94, -2.81], [0.65, -2.50, -1.67], [-0.77, -2.42, 0.64], [0.82, -3.36, 1.62], [8.69, 3.72, 6.01], [3.07, 8.73, 4.09], [-3.49, -1.02, -2.04]],
  "charge": -1,
  "total_energy_ha": -2450.33999,
  "gap_ev": 5.73
}